67
Properties=species:S:1:pos:R:3:forces:R:3 method="wB97M-V/def2-TZVPD" total_charge=+1 lumo_energy_ha=-0.201 largest_force_ev_per_a=2.77 homo_lumo_gap_ev=6.33
O 3.67227 -1.42226 -0.05015 0.1 -1.3 0.6
C 3.74245 -0.28920 -0.32871 -0.1 0.6 -0.7
Cl 4.89248 0.76883 0.51433 -0.7 0.1 -0.6
C 2.80869 0.24943 -1.45071 -0.1 1.7 -0.4
C 1.37247 0.39708 -0.94210 -2.3 -1.4 0.6
C 0.45144 -0.71793 -0.91092 0.8 1.3 0.3
I 0.94850 -2.69047 -1.51204 -0.5 0.9 0.1
C -0.87040 -0.45247 -0.41638 -0.5 -2.2 -0.4
N -1.39872 0.68807 -0.01055 1.4 -0.4 -0.3
N -0.51349 1.62694 -0.06532 0.1 0.5 0.1
F -0.98543 2.82485 0.33846 0.0 -0.3 -0.2
C 0.75437 1.59312 -0.44604 2.2 0.3 -1.3
P 1.78965 3.18349 -0.32567 0.7 1.5 1.6
S 1.73267 4.03160 1.40139 -0.5 -0.5 -0.3
H 3.16918 1.22547 -1.84131 -0.2 -0.7 0.3
H 2.78880 -0.42627 -2.33538 0.2 0.1 0.9
H -1.55588 -1.32120 -0.36734 0.3 0.8 -0.1
H 1.43837 4.03984 -1.41352 -0.1 -0.8 0.0
H 3.14269 2.79928 -0.56754 -0.8 -0.3 -0.5
O 2.02089 -5.99122 -3.03217 -0.5 0.2 0.2
C 1.89583 -6.48073 -1.94524 0.6 0.1 -0.2
O 0.72766 -6.47697 -1.24858 0.1 0.1 -0.2
C 0.94419 -7.04060 0.05884 -0.1 -0.2 0.4
C 2.19180 -7.89241 -0.07728 0.2 -0.2 0.1
C 2.98722 -7.13580 -1.13153 -0.3 -0.5 0.3
H 1.07418 -6.22312 0.77297 0.0 0.0 0.0
H 0.07495 -7.62763 0.35073 -0.1 0.2 -0.2
H 2.72399 -8.02788 0.86313 -0.1 0.0 0.0
H 1.92609 -8.88078 -0.45822 0.0 0.0 0.0
H 3.61480 -6.35949 -0.68921 0.1 0.0 -0.1
H 3.58323 -7.80556 -1.74673 0.1 0.3 -0.1
O -3.81269 -2.46750 -3.86944 0.0 0.0 0.5
C -3.48719 -3.51004 -3.38032 0.2 0.2 -0.6
O -3.48138 -3.73978 -2.03920 0.0 0.2 -0.1
C -2.93589 -5.04302 -1.77569 0.1 -0.3 0.2
C -3.11328 -5.82114 -3.06461 0.1 -0.3 -0.2
C -2.98526 -4.73054 -4.11874 -0.3 -0.4 0.3
H -1.88416 -4.92843 -1.50135 0.0 0.0 0.0
H -3.46901 -5.50196 -0.94412 0.0 0.2 0.0
H -2.39528 -6.63212 -3.18068 0.0 0.1 0.1
H -4.11604 -6.25252 -3.10157 0.0 0.0 0.0
H -1.94579 -4.56540 -4.40937 -0.1 0.1 -0.1
H -3.59821 -4.93705 -4.99272 0.2 0.3 -0.1
O -6.69269 3.12834 3.81200 0.4 0.1 0.1
C -5.93275 3.20427 2.89482 -0.7 0.0 0.1
O -4.73094 3.84330 2.96109 0.0 -0.1 0.0
C -4.11422 3.84744 1.66772 0.1 0.1 -0.1
C -4.75315 2.69378 0.91560 0.0 -0.2 -0.3
C -6.15736 2.66544 1.49934 0.5 -0.2 -0.2
H -4.30908 4.81207 1.19186 0.0 0.0 0.0
H -3.03770 3.71967 1.77762 -0.1 0.1 0.2
H -4.72822 2.81911 -0.16716 0.0 0.1 0.0
H -4.23631 1.76134 1.15822 0.0 0.0 0.0
H -6.83500 3.33415 0.96605 -0.1 -0.1 0.1
H -6.56255 1.65700 1.53113 -0.3 0.2 0.1
O 4.38649 5.48632 1.35090 0.2 0.3 -0.3
C 4.27280 6.49157 1.99554 0.3 -0.4 0.1
O 4.56783 7.72424 1.51777 -0.1 -0.3 0.0
C 4.43031 8.69708 2.56768 0.0 0.4 0.2
C 3.50052 8.05893 3.58134 -0.2 0.0 0.3
C 3.83601 6.58213 3.44019 -0.3 0.4 0.0
H 5.41997 8.90293 2.98220 0.0 0.0 0.0
H 4.02182 9.61944 2.15841 0.1 -0.1 -0.2
H 3.63246 8.44692 4.59049 0.0 0.0 -0.1
H 2.46136 8.22840 3.28968 0.1 0.0 0.0
H 4.66948 6.28932 4.08128 0.0 -0.1 0.0
H 2.97013 5.95025 3.62680 0.2 -0.2 0.0

***

8
Properties=species:S:1:pos:R:3:forces:R:3 method="wB97M-V/def2-TZVPD" s2=2.009 total_charge=0 e_above_lowest_ev=0.210 lumo_energy_ha="0.033 / -0.127" multiplicity=3 largest_force_ev_per_a=6.43 homo_lumo_gap_ev="9.03 / 6.88"
C -0.07335 -2.04806 0.53777 0.1 0.1 -1.3
C -0.43139 -2.43738 -1.32597 0.1 0.2 -0.4
N 0.23038 -0.89603 0.73228 -2.4 -4.1 3.8
N 0.69882 0.13892 0.31613 3.0 5.1 -2.5
O -0.86556 -3.51911 -1.25490 -0.7 -1.9 0.2
O -0.11597 -1.45599 -1.87924 0.4 1.1 -0.5
F -0.35095 -3.00123 1.37503 -0.1 -0.2 0.6
H 0.05595 0.90355 0.11520 -0.3 -0.3 0.2